Record 1
A 8-piece molecular cluster, C22H63N3O13 overall at a distorted geometry. Source: OMol25; level of theory: wB97M-V/def2-TZVPD.

CARTESIAN COORDINATES (ANGSTROEM)
H 7.426 -0.251 -3.607
H -3.033 1.508 -6.363
C 5.497 5.513 -0.052
H 2.061 -1.009 -0.500
H 5.143 4.632 -0.587
H -9.803 -2.233 1.051
C 0.697 -0.708 1.120
H 4.070 -2.440 4.146
H -0.909 -0.889 -7.021
H 4.971 -5.132 6.363
H 9.688 1.039 -3.850
H -3.854 5.103 1.226
H -1.249 4.009 1.132
H 4.865 -6.097 4.902
C -1.982 1.752 -6.516
N 4.686 -2.739 4.888
H 4.359 6.116 -1.428
H -1.700 1.521 -7.544
H -7.281 -3.543 0.166
C 5.315 5.302 1.432
H 4.010 -4.206 2.805
H 1.493 0.664 -0.397
N -9.491 -3.165 -1.401
C -9.154 -1.579 0.469
H 3.468 5.427 1.391
H 8.618 0.971 -5.237
H -8.339 -1.331 1.149
H -7.060 0.965 6.052
C 5.225 -5.638 1.084
H -3.968 4.179 3.190
H -4.420 0.840 6.585
H 0.671 0.266 -5.256
H -1.543 0.645 -4.573
H -5.040 -0.273 -0.941
O 2.905 0.079 0.995
H 0.966 -1.576 1.721
C -8.580 -2.185 -0.849
C 5.291 -3.995 4.494
H -5.798 -1.404 -2.184
H -6.710 -3.440 -1.425
H -9.781 -0.727 0.207
H -3.907 -2.222 5.038
O -3.091 4.464 2.923
H -6.718 -0.182 -1.235
O -0.644 -1.587 -5.211
C 7.604 0.795 -3.358
C -1.211 0.754 -5.605
H 6.987 0.917 -1.446
C -1.326 -0.696 -6.033
C -0.901 -2.939 -5.371
H -5.639 -1.220 4.502
H -1.772 -3.261 -4.800
C 8.710 1.348 -4.218
H -8.660 -1.407 -1.608
H 6.356 -4.039 4.723
H -10.394 -2.724 -1.504
H 5.484 6.262 1.917
H 6.024 4.579 1.837
H 6.516 5.695 -0.392
O -3.701 -1.291 5.151
H 4.161 -5.739 0.873
H 3.533 -5.022 5.196
H -1.061 6.098 2.256
O 4.093 4.911 1.906
O 4.615 6.473 -0.575
H -0.147 -0.213 2.779
H 5.661 -3.487 2.464
H -1.823 2.790 -6.227
C 1.804 -0.202 0.186
H -4.663 0.141 4.003
O 0.379 0.245 2.119
N 0.219 1.085 -5.638
H 5.565 -4.800 0.475
O -6.117 -1.902 -0.230
O 5.584 -5.423 2.486
H 2.576 0.591 1.737
C -7.185 -2.832 -0.655
O -1.179 4.819 0.622
H 6.623 1.207 -3.595
C -3.158 5.492 1.969
H 9.206 3.052 -3.453
O 8.634 2.738 -4.157
C 4.608 -5.130 5.336
H 5.304 -1.954 5.038
O 7.821 0.904 -1.922
H 0.457 0.887 -6.600
C -1.758 5.850 1.455
H -0.882 -3.359 -6.377
H -2.328 -1.090 -6.202
H 0.001 -3.379 -4.946
H -5.610 -0.277 6.893
O -6.222 1.311 5.736
C 5.080 -4.227 3.014
H -1.851 6.790 0.912
C -5.891 -0.892 -1.227
C -5.248 0.347 6.075
H -0.242 -0.895 0.599
H -9.157 -3.381 -2.329
H 5.738 -6.457 0.579
H -3.748 6.270 2.455
C -4.839 -0.554 4.824

## Properties
Molar mass ... 577.754 g mol⁻¹
Lowest unoccupied orbital energy ... 0.234 eV
E ... -54915.7143 eV
HOMO-LUMO gap ... 9.35 eV
SMILES string ... COC[C@H](C)N.COC[C@H](C)N.COC[C@H](C)N.OCCO.OCCO.OCCO.OCCO.OCCO
Max |F| ... 0.05361 hartree/bohr

***

Record 2
A 8-piece molecular cluster, C22H64N4O8 overall at a distorted geometry. Source: OMol25; level of theory: wB97M-V/def2-TZVPD.

CARTESIAN COORDINATES (ANGSTROEM)
H -3.922 0.396 2.547
H -3.305 0.303 -3.803
N 4.147 -0.291 -2.503
C 3.012 4.056 -1.157
H 0.069 0.233 0.979
C -6.170 -1.286 1.255
H -0.720 -0.297 -2.593
H 2.518 -0.999 0.301
C 2.305 0.615 3.822
H 4.265 0.639 2.837
H -0.293 -3.727 -1.476
C 3.394 -1.260 -1.630
C -4.199 1.193 1.857
H 4.678 0.271 -1.852
H 2.407 -5.645 2.359
H -4.810 2.405 3.568
H -1.798 -1.498 1.666
H 4.444 2.819 -0.682
H -1.696 1.857 -4.549
H 1.131 2.860 -1.297
C 3.003 -0.387 -0.460
C 3.784 0.064 3.628
H 1.877 1.384 2.172
N -1.859 1.138 -1.865
H -3.209 -2.014 2.650
H 4.558 5.517 -1.677
N -1.779 -3.990 3.768
C 0.290 -3.330 -2.307
H -1.719 -1.428 3.399
O 3.563 3.083 -0.408
O 0.006 0.749 -5.003
H 3.768 0.041 0.188
C 1.768 -5.205 1.594
H 3.768 -1.018 3.492
H 2.288 -4.432 1.030
H -5.519 -2.088 0.908
O 1.568 3.090 1.386
H -5.870 -1.135 2.292
H 0.422 0.521 4.996
H 1.029 -1.067 4.667
O -0.068 0.948 0.358
O 1.363 -2.624 -1.718
H 2.328 3.237 0.822
H 3.542 0.356 -2.989
H -1.482 -4.953 3.692
H 4.627 4.009 -2.589
H 2.361 0.412 -0.830
H 2.609 4.665 -0.348
H -7.222 -1.572 1.247
H -2.551 0.577 -1.389
H -3.875 -0.152 0.219
N -3.014 1.979 1.449
C 3.956 4.707 -2.089
H 1.876 -0.087 5.767
H 0.522 -4.142 -2.996
C -4.629 0.539 0.595
H -2.448 -1.216 -4.276
H -0.380 -2.719 -2.911
O -5.936 -0.082 0.556
H -3.168 -0.901 -2.615
H -2.235 1.415 1.140
C 0.012 -3.455 2.182
H 2.210 1.687 3.997
H -1.209 -3.507 4.448
C -1.482 -3.397 2.465
C 2.262 -1.883 -2.550
O 1.659 0.544 2.583
C -0.912 1.304 -4.031
C 0.079 1.455 -6.276
H 0.275 1.722 0.804
H -5.311 3.006 2.005
C 1.896 3.284 -1.947
H 0.734 0.890 -6.938
H -1.084 1.295 -1.236
H 1.623 -5.998 0.860
H -4.753 1.302 -0.173
O 0.486 -4.844 2.156
H 3.488 5.142 -2.972
H -3.142 2.508 0.598
H -0.951 1.718 -6.520
C 1.343 -0.034 4.817
H 0.318 -3.035 1.224
H 2.370 2.493 -2.529
C -5.169 2.095 2.586
H 2.743 -2.568 -3.249
H 0.544 2.429 -6.121
C -1.467 0.365 -3.030
H 4.148 -2.028 -1.462
H -2.193 -4.027 1.930
H -6.196 1.732 2.612
H 1.688 -1.233 -3.210
H 0.610 -3.026 2.985
H -0.302 2.078 -3.566
H 1.505 3.837 -2.801
C -2.122 -2.012 2.571
C -2.640 -0.497 -3.479
H 1.204 3.963 1.531
H 4.366 0.165 4.544

## Properties
Molar mass ... 512.774 g mol⁻¹
Lowest unoccupied orbital energy (alpha / beta) ... -2.222 / -7.988 eV
E ... -46178.7184 eV
HOMO-LUMO gap (alpha / beta) ... 8.93 / 3.16 eV
Spin multiplicity ... 2
Expectation value of S² ... 0.754
Max |F| ... 0.08515 hartree/bohr
Net charge ... +1

***

Record 3
A 10-piece molecular cluster, C22H64N8O10 overall at a distorted geometry. Source: OMol25; level of theory: wB97M-V/def2-TZVPD.

CARTESIAN COORDINATES (ANGSTROEM)
H -4.944 -0.833 -1.064
H -4.321 4.716 4.925
H -3.815 -3.275 -0.826
H 2.562 1.300 3.320
H 2.012 -0.032 -0.827
H 0.467 3.668 1.845
H -3.730 -3.038 -3.767
H 1.149 -5.201 0.368
C 0.224 -3.131 -2.191
O -0.945 0.489 1.818
H 1.483 -0.162 -3.705
H -1.844 4.726 3.744
C -3.158 -2.411 -0.850
N -3.860 0.289 1.894
C 3.927 0.947 -0.928
N 0.414 -1.123 0.777
H 1.215 2.024 -0.163
H 1.082 -2.400 3.205
O -2.981 3.567 2.712
H 1.189 5.542 -0.229
N -1.074 -0.171 -0.462
H -2.172 -2.871 -0.855
H 1.292 2.909 -1.793
H -2.127 2.330 -3.874
H -0.194 -5.270 -0.671
O 1.935 -2.748 -0.920
H -0.185 2.187 -1.193
H -3.542 1.968 -0.475
C -0.310 3.863 1.061
H -2.192 -2.250 -3.651
H -1.025 2.999 1.046
H 1.056 1.349 -5.547
H -0.168 4.576 -0.965
H 2.571 0.458 0.747
H 3.363 -0.952 0.041
C 0.464 -4.508 -0.224
C 2.067 -0.714 3.222
H -1.012 2.526 5.073
N 1.819 0.596 3.424
C 0.480 4.003 -0.266
H 0.445 0.265 -2.285
C 4.578 -4.670 0.929
O 3.269 -1.312 2.883
C -3.218 -2.120 -3.427
H 0.664 -2.669 -3.082
C -0.144 1.354 -3.995
C 0.444 0.095 -3.406
O -5.372 0.462 0.143
N 0.994 -1.384 3.346
H -0.137 -3.773 0.349
H -1.900 0.414 -0.437
C -3.478 3.982 5.110
N 3.737 -3.663 1.022
H 2.380 -2.319 -1.692
H -1.677 1.366 -2.493
H 3.761 -0.175 -2.778
H -0.838 4.744 1.321
C -2.508 3.823 3.860
H -2.123 0.512 -4.028
C 1.248 -3.707 -1.312
H 5.486 1.605 -0.606
C 0.720 2.703 -0.875
H 0.302 2.271 -3.626
H 6.182 -5.211 2.120
O 0.119 1.231 -5.221
C 2.951 0.048 -0.191
H 0.796 -1.706 -0.015
H -3.114 -1.880 0.036
H -2.024 1.737 4.032
H -2.856 0.062 2.093
H -3.935 3.083 5.426
C 4.530 0.287 -2.149
H -3.791 3.090 2.583
H -0.428 -3.918 -2.491
H -2.535 1.891 0.955
C -3.574 -1.454 -2.018
H -0.142 -0.689 -3.704
C -0.519 -0.246 0.734
H -0.931 -0.615 -1.327
H 3.284 1.820 -1.216
H 5.044 1.093 -2.716
H -3.174 -0.437 -1.940
H 0.106 -0.992 3.654
O -4.789 -1.153 -1.941
O 4.819 1.134 -0.094
O 1.499 4.716 -0.178
N 5.492 -4.466 1.832
C -1.614 1.394 -3.545
H -4.569 -0.128 2.455
H -3.396 -1.313 -4.090
C -4.204 0.760 0.759
H 5.397 -0.332 -2.040
O 4.544 -5.666 -0.015
H 5.391 -3.858 2.633
H 0.871 -1.181 1.732
H 2.958 -3.625 0.368
H -0.369 -2.343 -1.780
H 3.930 -2.777 1.464
H 0.868 0.830 3.225
N -3.247 1.505 0.389
C -1.519 2.702 4.110
H 1.833 -4.416 -1.846
H -2.921 4.431 5.923
H -0.767 2.850 3.297

## Properties
Molar mass ... 600.800 g mol⁻¹
Lowest unoccupied orbital energy ... 0.254 eV
E ... -56239.9010 eV
HOMO-LUMO gap ... 9.20 eV
SMILES string ... NC(N)=O.NC(N)=O.NC(N)=O.NC(N)=O.CC(C)O.CC(C)O.CC(C)O.CC(C)O.CC(C)O.CC(C)O
Max |F| ... 0.20339 hartree/bohr

***

Record 4
A 12-piece molecular cluster, C22H66BF4N23O15Si overall at a distorted geometry. Source: OMol25; level of theory: wB97M-V/def2-TZVPD.

CARTESIAN COORDINATES (ANGSTROEM)
C -2.395 -8.980 4.227
C 2.582 2.442 5.076
C 4.828 1.679 -2.435
H 0.628 3.959 2.971
F 4.255 1.338 1.517
H 2.803 0.059 2.058
O 0.685 -6.675 -7.509
B 2.809 2.243 -1.433
H 8.260 0.368 5.648
N 2.475 2.263 6.422
C 6.516 0.462 4.618
H -0.179 5.891 -4.961
H -7.078 7.127 0.173
H 4.199 1.104 4.940
O -2.944 -5.863 -1.138
C 0.830 -0.101 -0.751
H 3.050 -2.643 -0.128
N -0.716 -5.515 -8.855
O 1.849 3.198 4.453
H 6.493 1.434 2.764
C 0.805 2.335 1.175
H 0.715 -7.070 -5.565
C 8.605 2.393 8.266
H 7.077 1.606 7.181
C -8.464 8.672 -0.113
N 0.272 -7.461 -9.591
O -4.077 -2.415 0.234
H -1.193 -5.398 -9.728
H -0.850 -4.832 -8.131
O -1.852 7.650 -4.433
O -8.999 9.408 -0.922
H 3.665 1.860 3.474
N 0.136 -7.564 -4.906
C 0.465 -8.762 -4.361
O -0.415 0.571 -2.584
H 2.271 -8.801 -5.421
C -2.600 1.303 -1.452
O -1.680 -8.253 3.558
H -7.467 6.978 -3.984
H -8.330 8.120 1.906
N -1.520 -7.609 -0.923
H -2.939 0.595 -2.210
N -2.486 -6.662 0.934
H -1.400 -7.641 -1.921
H 2.731 3.173 -3.102
O -0.252 -9.354 -3.565
N -6.336 -2.232 0.168
C -5.679 8.086 -3.967
H -3.538 -10.734 4.262
N 7.842 0.706 4.799
F 1.196 5.053 -0.923
H -2.279 7.631 -1.991
H -9.442 9.386 1.520
C -2.354 -6.662 -0.419
H 8.208 2.969 10.241
H -7.293 7.693 -1.449
C 3.231 0.429 1.126
H -1.189 -0.937 0.582
H 3.727 -0.597 -0.704
H -2.745 -10.354 2.774
H -6.280 -1.369 0.676
C 0.306 4.447 -0.166
C 0.974 3.854 1.083
N 5.978 0.932 3.462
F -0.342 3.563 -0.867
H -2.531 0.031 1.092
O -5.182 9.182 -3.809
H 5.768 1.271 -2.085
H 1.362 -0.637 -1.526
H 0.636 -0.834 0.032
N 1.669 -9.268 -4.769
N -2.948 -10.124 3.729
H -6.155 -4.415 -1.092
N -5.274 -4.034 -0.803
N -7.034 7.873 -3.856
O 0.292 4.424 2.191
C -1.326 6.900 -3.624
H 8.414 1.201 4.142
N -0.411 5.953 -3.988
H 0.878 -8.242 -9.419
H 6.609 2.033 8.789
H -0.252 2.106 1.097
H -2.268 2.182 -1.986
H -3.439 1.603 -0.833
H 1.948 -10.152 -4.388
H -2.655 -1.041 -0.319
H -3.282 -9.287 6.098
H 3.069 1.650 6.948
N 3.566 1.729 4.464
H 2.383 -1.881 1.330
C -2.014 -0.341 0.216
H -3.094 -5.971 1.336
N -4.949 6.970 -4.264
H -2.306 -7.870 5.923
H -1.026 -8.273 -0.358
H 3.973 -2.666 1.368
H 0.032 5.328 -3.338
H -5.357 6.064 -4.392
H -7.610 8.668 -3.639
O 4.193 2.423 -1.370
C -5.156 -2.870 -0.114
C 0.117 -6.558 -8.582
O 2.128 2.708 -2.503
H -0.185 -7.385 -10.480
H -0.741 -7.162 -4.632
O 5.841 -0.141 5.449
H -1.190 6.340 -1.614
C -0.421 0.426 -1.406
H 4.212 0.836 -2.746
N -8.759 8.715 1.223
N -7.530 7.746 -0.473
H 4.999 2.351 -3.269
H 4.964 -0.726 0.603
H -7.234 -2.580 -0.106
H 1.759 2.780 6.898
H 5.010 0.757 3.307
H -2.013 -7.309 1.543
H 9.823 3.208 9.672
N 7.317 1.981 8.082
H -3.948 7.077 -4.353
H 2.004 4.192 1.178
F -0.575 5.378 0.140
O 9.449 2.317 7.389
C 3.910 -0.712 0.360
H 1.084 2.071 2.196
Si 1.897 1.266 0.050
C 3.285 -2.088 0.770
H -4.424 -4.535 -1.032
N 8.884 2.897 9.505
N -1.610 6.946 -2.294
N -1.534 0.751 -0.642
N -2.698 -8.705 5.528

## Properties
Molar mass ... 1007.806 g mol⁻¹
Lowest unoccupied orbital energy ... 0.413 eV
E ... -108307.9159 eV
HOMO-LUMO gap ... 9.17 eV
SMILES string ... CC[C@@H](F)[Si@@](CC(=O)N(C)C)(C[C@H](O)C(F)(F)F)B(O)OC.NC(N)=O.NC(N)=O.NC(N)=O.NC(N)=O.NC(N)=O.NC(N)=O.NC(N)=O.NC(N)=O.NC(N)=O.NC(N)=O.NC(N)=O
Max |F| ... 0.05223 hartree/bohr

***

Question: The highest max |F| belongs to which entry?
Answer: C22H64N8O10